1.
C18H54F4K2N2O32P6S4 as an isolated structure at a distorted geometry. Source: the OMol25 dataset; level of theory: ωB97M-V/def2-TZVPD.

CARTESIAN COORDINATES (ANGSTROEM)
K  0.92632  -1.64018  -0.57898
K  3.48848  -3.87665  -2.20627
S  1.32365  -1.39455  -4.06604
S  3.18644  -0.37825  -3.18741
S  2.10064  -4.94929  1.16889
S  3.51771  -3.08297  1.53275
P  3.89763  4.78711  1.82641
P  -1.01038  0.96590  1.67156
P  0.83413  5.19494  -2.74480
P  1.93424  -0.66591  5.76766
P  -2.88070  -3.49176  -0.35460
P  -5.39815  -2.73642  -5.26264
F  3.21931  -1.60950  1.03561
F  0.22380  -2.42451  -3.55378
F  1.75917  -5.65294  -0.25696
F  4.26702  -0.89646  -2.14211
O  2.93300  3.59466  1.36448
O  0.43082  6.59931  -2.49375
O  4.05457  -0.28745  -4.33359
O  4.14856  4.59519  3.41414
O  -4.29566  -2.69035  -0.53166
O  3.06154  -1.16495  6.61405
O  -1.69600  -2.73694  0.16374
O  -4.82520  -1.54659  -4.29149
O  2.83583  0.91315  -2.58047
O  -2.08566  1.97225  0.99545
O  -6.59671  -3.47724  -4.73542
O  1.86412  -2.01412  -5.31792
O  -5.64697  -1.97978  -6.63799
O  -0.42690  1.78446  2.95090
O  2.35102  -0.07237  4.33555
O  -3.21383  -4.88675  0.47088
O  0.04129  0.54664  0.74899
O  5.14069  4.94227  1.05064
O  -1.92343  -0.26406  2.29481
O  3.06937  -5.92143  1.76634
O  1.99734  4.93126  -3.82813
O  0.52161  -0.17077  -4.15810
O  1.15818  0.58741  6.45805
O  2.99096  -2.96229  2.91006
O  1.33892  4.34741  -1.44561
O  2.95213  6.13961  1.78526
O  4.97582  -3.12135  1.34397
O  0.80040  -1.69606  5.35715
O  -0.27067  4.16195  -3.27993
O  -4.12795  -3.74303  -5.66956
O  0.75214  -4.90944  1.80677
O  -2.57825  -4.13724  -1.82987
N  2.68991  -3.60225  0.41028
N  2.12936  -1.68987  -2.85686
C  0.47614  4.09370  -0.32519
C  -4.81623  -2.01446  0.62881
C  -0.07695  2.74413  -3.41046
C  -1.27210  -1.32159  3.00752
C  -3.56324  -0.93617  -4.51541
C  -2.86464  1.66454  -0.10769
C  -3.44636  -4.89244  1.92760
C  0.26794  0.41982  7.56183
C  -1.52141  -5.09870  -1.97351
C  1.11846  -2.99834  5.01793
C  3.47669  2.46309  0.72697
C  3.24554  1.01100  4.34662
C  2.62898  6.73203  0.49149
C  5.30685  5.24093  3.93978
C  -6.21579  -2.58410  -7.72657
C  -3.73536  -4.79295  -4.81684
C  2.80515  5.98838  -4.28000
C  -1.23462  2.19180  3.95922
H  -1.76458  -6.09191  -2.35102
H  -3.40465  -3.88250  2.33549
H  -0.18239  -1.29807  3.01585
H  -0.83323  2.24628  -2.80360
H  -2.70461  2.42151  -0.87547
H  -2.67226  -4.57511  -4.71455
H  -0.85107  -5.18898  -1.11876
H  3.08683  7.71965  0.43589
H  -2.64738  -5.50916  2.33918
H  5.50995  4.91847  4.96099
H  -0.53749  1.13449  7.39266
H  3.08259  1.66110  1.35115
H  3.95126  0.87577  3.52700
H  0.87388  0.63200  8.44269
H  -1.72228  -1.27384  3.99906
H  2.85256  6.78442  -3.53692
H  -5.49710  -2.63691  -8.54436
H  -7.07702  -1.99736  -8.04614
H  0.78041  -3.03881  3.98247
H  3.66848  1.15511  5.34083
H  2.72755  1.91469  4.02550
H  -3.92663  1.79545  0.09998
H  3.09982  2.37402  -0.29192
H  -0.09506  2.45998  -4.46262
H  3.10972  6.16054  -0.30248
H  0.80677  2.45767  -2.84031
H  3.82150  5.70834  -4.55697
H  0.69969  4.72191  0.53707
H  -2.90228  -1.36273  -3.76090
H  -5.15619  -1.04755  0.25786
H  -2.27348  1.94939  3.73537
H  -4.29106  -4.76948  -3.87942
H  0.49291  -3.65223  5.62555
H  -0.17073  -0.57123  7.67801
H  -3.54017  0.13857  -4.33511
H  -6.54104  -3.60390  -7.52087
H  6.16831  5.16442  3.27636
H  1.54786  6.76616  0.35692
H  -5.66982  -2.52443  1.07537
H  2.15204  -3.27671  5.22367
H  -0.55014  4.19484  -0.67820
H  -1.66415  -2.18861  2.47585
H  -1.17291  3.27399  4.07391
H  -2.67526  0.67148  -0.51522
H  -4.36434  -5.31566  2.33539
H  -4.14301  -1.79883  1.45849
H  2.38136  6.33229  -5.22352
H  4.55907  2.39060  0.62065
H  -3.11262  -1.14749  -5.48514
H  5.15813  6.31476  3.82633
H  0.55133  3.03080  -0.09568
H  -3.73677  -5.73847  -5.35914
H  -0.85110  -4.58136  -2.65990
H  -0.87036  1.60181  4.80025

The value obtained for the total energy is -8476.0923 a.u. As for the charge: 0. As for the multiplicity: 1. The value obtained for the molar mass is 1278.91 g/mol. The HOMO-LUMO gap comes out at 0.336 hartree. The value obtained for the strongest force on any atom is 0.2254 Eh/bohr. Its HOMO energy is -10.34 eV.

=====

2.
A 3-piece molecular cluster, C4H12O2 overall at a distorted geometry. Source: the OMol25 dataset; level of theory: ωB97M-V/def2-TZVPD.

CARTESIAN COORDINATES (ANGSTROEM)
O  5.84728  1.58345  1.37968
O  -4.50802  -1.62651  0.32724
C  0.48352  -0.00263  0.50673
C  -0.65284  -0.20927  -0.41077
C  -0.50533  0.57597  -1.64583
C  -1.89015  -0.70249  0.00377
H  0.49250  0.43025  -2.08092
H  6.04706  2.52108  1.21069
H  -0.66693  1.64562  -1.29948
H  6.72877  1.20347  1.44318
H  -3.70777  -1.71939  0.84471
H  1.39166  -0.59053  0.22935
H  -1.95163  -1.16726  0.95160
H  0.20887  -0.03605  1.56970
H  -1.07244  0.42893  -2.61669
H  -2.69447  -0.84712  -0.68414
H  0.89184  0.99141  0.40214
H  -4.44193  -2.47892  -0.13095

Its expectation value of S² is 0.75. The value obtained for the total energy is -309.6899 a.u. As for the charge: +1. As for the multiplicity: 2. The value obtained for the molar mass is 92.14 g/mol. For the energy above the lowest of the compared OMol25 structures with the same formula, charge and spin, the calculation gives 103.3 kJ/mol. The HOMO-LUMO gap (spin up / spin down) comes out at 0.315 / 0.179 hartree. The value obtained for the strongest force on any atom is 0.0480 Eh/bohr. Its HOMO energy (spin up / spin down) is -13.68 / -13.68 eV.

=====

3.
C26H54N11O11RbSSi as an isolated structure at a distorted geometry. Source: the OMol25 dataset; level of theory: ωB97M-V/def2-TZVPD.

CARTESIAN COORDINATES (ANGSTROEM)
Rb  1.06630  -0.06149  -0.23385
S  -1.91814  3.62231  0.06557
Si  -0.43749  -0.92373  3.08455
O  1.35391  2.46902  3.10745
O  3.33456  4.41341  -1.41399
O  3.08707  2.39300  -0.66487
O  -3.29622  -4.86522  -0.36318
O  -1.54909  -3.68841  0.43416
O  -1.26518  -5.82063  -6.19792
O  0.93755  -1.12153  -2.62533
O  5.06281  3.27562  -0.76633
O  1.22427  -1.70764  -4.78721
O  -3.48086  -0.46335  0.18661
O  -2.61960  -6.76532  -4.84274
N  3.84130  3.36443  -0.96080
N  3.17111  -0.04205  2.58171
N  -2.07635  1.44324  -2.33457
N  -1.79243  -5.90393  -5.10152
N  0.74444  4.63404  3.02851
N  3.52943  -1.89329  0.47343
N  -2.17465  -4.26395  -0.53611
N  -4.07836  -2.64307  -0.14012
N  -3.23925  -1.39280  -1.88633
N  0.36863  2.66763  -1.96735
N  1.32747  -3.66481  0.65877
C  -0.71040  -3.16217  -2.11140
C  -1.63538  -4.17376  -1.82264
C  2.32399  -3.80339  -0.40138
C  0.12612  2.04927  -3.26291
C  -0.50291  -3.95040  -4.36737
C  -4.21139  -2.94785  1.26775
C  1.60137  3.61455  2.74363
C  -3.55614  -1.44978  -0.55892
C  -3.03067  3.59603  -1.38633
C  -0.54410  4.32854  3.62279
C  0.77957  -1.84890  -3.64136
C  -0.43652  4.50743  -0.54069
C  -2.03312  0.10971  3.06423
C  0.99044  6.02815  2.73599
C  4.67468  -1.30182  1.13015
C  -1.43071  -4.95550  -4.07857
C  -0.16175  -3.04213  -3.37522
C  0.37735  -0.50954  4.76660
C  0.11213  4.09220  -1.90269
C  -0.90292  -2.76891  3.17328
C  3.67669  -3.27494  0.07347
C  -3.25846  2.17303  -1.92048
C  -2.02000  -5.06724  -2.82263
C  -1.38271  1.94565  -3.51756
C  2.86099  3.94580  1.98025
C  4.29362  0.08137  1.65177
H  -1.23446  -3.14699  2.20406
H  -3.94986  2.23278  -2.76885
H  -0.65290  5.57816  -0.52541
H  2.74764  -1.85367  1.12207
H  1.49857  -4.33774  1.39683
H  2.04601  6.20872  2.55911
H  -0.53410  4.51977  4.70084
H  0.42572  6.35416  1.85620
H  -2.73813  -5.84383  -2.61585
H  -0.33677  -0.66053  5.58191
H  2.45210  -4.83668  -0.75471
H  -5.20823  -3.34365  1.47870
H  1.31930  2.48571  -1.65917
H  2.69067  4.65743  1.17357
H  -3.95869  -3.45332  -0.73409
H  -2.72198  -0.56093  -2.18154
H  -3.98646  4.01281  -1.06545
H  -0.44829  -2.44381  -1.35128
H  -3.46739  -3.68818  1.56783
H  3.48128  -0.41262  3.47145
H  5.03580  -1.92346  1.97459
H  0.54483  1.04134  -3.22968
H  -1.79051  2.92288  -3.81131
H  0.69868  0.53378  4.78116
H  -2.54274  0.05820  2.10156
H  -0.04698  -3.37098  3.48395
H  -1.54541  1.26496  -4.35917
H  5.18028  0.55336  2.09788
H  0.30729  4.27374  0.22417
H  -3.72783  1.58671  -1.12778
H  -1.31841  4.93703  3.15326
H  3.98026  0.69316  0.80361
H  3.23213  3.02185  1.54512
H  1.99599  -3.19628  -1.24757
H  3.62330  4.34429  2.65299
H  -0.06506  -3.87182  -5.35070
H  -0.59221  4.37756  -2.68818
H  0.68005  6.63285  3.59157
H  1.02650  4.67704  -2.05764
H  0.38801  -3.85232  0.30078
H  -1.81219  1.16039  3.26575
H  -1.71052  -2.92473  3.89514
H  -3.02767  -2.25086  -2.37043
H  -1.41809  1.45433  -1.56073
H  5.49560  -1.20506  0.41349
H  0.59208  2.59059  -4.09886
H  -2.72477  -0.24751  3.83453
H  4.04743  -3.90804  0.90448
H  2.71906  0.85171  2.75645
H  -2.59719  4.25883  -2.13537
H  4.40040  -3.34414  -0.74443
H  -4.05724  -2.02945  1.83053
H  1.25182  -1.13377  4.96235
H  -0.76769  3.27926  3.45397

The value obtained for the total energy is -3164.7085 a.u. As for the charge: -2. As for the multiplicity: 1. The value obtained for the molar mass is 842.40 g/mol. The HOMO-LUMO gap (spin up / spin down) comes out at 0.230 / 0.186 hartree. The value obtained for the strongest force on any atom is 0.0413 Eh/bohr. Its HOMO energy (spin up / spin down) is -2.74 / -1.54 eV.